Density functional theory data (ωB97M-V/def2-TZVPD) for 7 unconnected molecules or ions with the total composition C30H63NO14P at a distorted geometry.

Charge = -1
Gap between HOMO and LUMO = 5.081 eV
Lowest unoccupied orbital energy = 2.0668 eV
2S+1 = 1

XYZ file:
```
109
Properties=species:S:1:pos:R:3:forces:R:3
H -1.62642 -0.39444 -1.45218 -0.194 -0.113 0.071
H 0.07278 6.00709 -3.93188 -0.083 0.548 -0.056
H -1.49799 4.11109 -3.71942 -0.681 -0.212 -0.094
H -5.39649 -7.25383 4.58550 -0.041 -0.030 -0.015
H 1.78452 -6.24442 -0.05032 -0.043 -0.065 -0.026
C 3.80165 -6.52766 -2.35074 -0.028 0.014 0.140
H -4.44800 -2.06935 3.95330 0.048 -0.032 0.017
H 4.66402 6.69022 1.25827 -0.026 0.026 0.043
C 1.33937 -5.41226 -0.59824 0.177 -0.056 0.058
O -0.60718 -2.05127 4.29939 -0.076 -0.229 0.032
C 0.62146 0.36296 -2.71247 -0.124 0.940 -0.524
H -5.37734 -5.49420 4.65133 -0.018 0.039 0.001
H 3.61342 11.74073 -2.61563 0.005 0.030 0.020
H 1.97559 -1.63478 2.12440 -0.001 -0.001 0.115
C 0.91979 -1.74012 2.38352 -0.327 -0.143 0.222
H 1.37115 4.82438 -3.73715 0.636 0.356 0.064
H 5.53950 5.19808 0.91161 0.004 -0.051 0.026
H -1.32264 1.04354 -3.29068 -0.668 -0.107 -0.199
C 1.92914 10.77099 -3.53050 -0.066 -0.041 0.095
C 3.58225 4.48597 -1.37087 -0.015 -0.011 0.025
O -5.80500 -1.59817 1.32034 0.071 0.019 -0.269
H -4.98517 -8.72024 2.68871 0.014 0.045 0.077
H 1.31779 -2.82869 4.22699 -0.007 -0.062 0.004
C 1.59904 -5.51039 -2.08659 -0.239 0.072 0.173
H 1.15638 -1.10067 4.42621 -0.083 0.058 0.032
H 3.12699 8.23000 -2.64043 -0.089 -0.004 -0.035
H 3.34706 3.91583 1.22330 0.026 -0.023 -0.018
C 2.63285 9.25984 -0.76800 -0.147 -0.001 -0.049
C 2.59112 8.07843 -1.70725 0.327 0.177 0.016
C 3.28561 -7.82728 -1.75788 -0.118 0.049 -0.271
H -4.85506 -1.63190 -0.44739 -0.041 0.019 -0.030
C -1.31048 -3.20377 4.22155 0.014 0.105 -0.173
H 1.21245 11.51381 -3.18155 0.001 0.038 -0.015
H -4.64171 -0.32103 4.10347 -0.102 -0.048 0.089
H -1.07624 -5.29427 3.95909 -0.160 -0.012 -0.042
C 0.04595 2.61331 -3.65707 -0.569 0.047 -0.190
C -5.61266 -6.26695 2.66544 -0.181 0.014 0.127
H 3.02021 7.22337 -1.19444 -0.150 0.054 -0.006
C 3.38396 4.98587 1.01888 0.039 -0.052 0.166
C 0.76515 -1.95532 3.87749 0.164 -0.033 -0.146
H -1.15728 -4.38355 2.45279 -0.036 0.010 -0.033
N -0.98454 -0.85705 -0.81808 -0.703 -0.249 0.361
H -3.88696 -0.91389 0.81400 0.057 0.131 0.057
H 0.33650 -4.40719 3.40343 0.016 0.081 -0.094
C -3.41926 -7.24670 2.21999 0.026 -0.011 0.130
O 2.47909 9.14877 0.41792 0.035 -0.045 0.011
H -1.04190 5.26186 -1.74810 -0.328 0.562 0.146
H -6.90426 -6.35227 4.38222 -0.019 0.022 -0.011
C 4.65836 3.45843 -1.10594 -0.249 -0.134 0.140
P 0.45449 -0.55866 -1.34087 -1.430 0.348 0.148
H 2.19227 -1.82269 -1.43991 -0.603 -0.264 -0.447
O 1.22643 -1.95803 -1.49477 1.772 -1.182 0.490
H 1.11916 2.64471 -3.63457 0.714 0.079 0.209
C -5.84648 -1.20911 2.60031 -0.056 -0.040 0.312
C -4.56262 -1.73370 0.59472 0.020 -0.076 -0.130
H 4.49185 2.62639 -1.78373 0.017 0.033 -0.109
H 0.39724 4.76095 -5.16300 -0.117 0.125 -0.565
C -4.56399 -1.14194 3.39607 0.016 0.303 -0.183
H 5.62542 3.90786 -1.32869 0.020 0.023 -0.009
H -3.01512 -3.14631 0.19762 0.079 0.040 -0.050
H -3.61304 -3.21245 1.86346 0.028 0.032 -0.040
O 4.93572 -6.42665 -2.73983 -0.026 -0.040 0.025
O 3.16282 4.70718 -2.47330 0.305 0.035 0.023
C -0.45097 1.46584 -2.81797 0.537 -0.741 -0.077
H 0.38898 -0.85019 2.05692 0.013 0.055 -0.052
H 0.51069 -2.57670 1.81926 0.033 -0.024 -0.094
O -6.92462 -0.98189 3.09525 0.137 -0.033 -0.010
H 1.58568 0.83975 -2.62817 0.722 0.169 -0.324
H 3.74647 -8.64788 -2.29981 0.131 0.007 0.028
H -3.47119 -9.35928 2.05258 0.127 -0.008 0.027
H -6.08362 -7.09015 2.12491 0.029 -0.031 0.017
H 0.26818 -5.40464 -0.39877 -0.021 0.040 -0.026
H 4.84926 5.45965 2.51831 -0.011 0.003 0.024
O 2.80462 10.51584 -1.26010 0.058 -0.090 0.073
H -0.76974 1.81203 -1.84613 -0.209 0.237 0.454
H 1.76915 -4.48880 -0.21319 -0.080 0.081 -0.024
H 2.55489 5.44264 1.55403 -0.047 0.022 -0.011
H 1.55350 7.83794 -1.93522 -0.046 -0.002 0.011
C -5.83706 -6.35125 4.16068 0.127 -0.018 0.029
C -0.48730 4.00067 -3.36107 0.325 0.195 0.131
C 3.14326 10.75866 -2.62473 -0.005 0.034 -0.141
H 0.56456 4.65823 -1.62191 0.586 -0.105 0.295
H 4.67043 3.07239 -0.08996 0.030 0.079 0.009
O 1.33504 0.06156 -0.08064 1.266 -0.457 0.471
O 3.00231 -5.44913 -2.39394 0.049 -0.092 -0.125
O -2.30698 -7.08860 1.79069 -0.091 -0.047 0.061
H 1.42799 9.80422 -3.54113 0.028 -0.042 -0.033
O -2.40413 -3.24034 4.72806 0.148 -0.002 -0.032
H 3.89714 10.04802 -2.96420 -0.006 -0.030 -0.013
C -0.74765 -4.38656 3.46186 0.146 0.058 0.286
C -3.90485 -8.60114 2.69776 -0.144 0.040 -0.265
H -0.21201 2.39740 -4.68079 0.072 -0.122 -0.695
H -6.04059 -5.34467 2.27812 0.016 0.041 -0.030
H 1.15381 -6.40293 -2.52733 0.039 -0.045 0.003
C 0.37991 4.98963 -4.10922 -0.135 -0.449 -0.082
H -0.82376 3.62605 -1.24555 -0.072 -0.403 0.392
C -0.43783 4.38320 -1.89910 -0.316 0.239 -0.152
O -4.22672 -6.17749 2.33301 0.222 0.016 -0.189
O 3.09455 5.23750 -0.35794 0.009 -0.167 -0.015
H -3.67159 -0.98655 2.79411 -0.022 -0.105 0.052
H -3.54117 -8.75678 3.71208 0.015 0.011 0.036
C 4.69005 5.61776 1.45173 0.043 0.035 -0.145
H -4.59699 -3.87742 0.56387 0.072 0.005 -0.043
H 1.15838 -4.65164 -2.58682 0.122 0.091 -0.031
C -3.90477 -3.07139 0.81996 -0.144 -0.186 0.191
H 2.04532 -0.55552 0.17333 -0.549 0.546 0.067
H 2.22038 11.01705 -4.55194 0.016 0.013 -0.009
H 2.20779 -7.94848 -1.80362 -0.018 0.054 0.082
H 3.60052 -7.87707 -0.71714 0.014 0.015 0.040
```
Forces are in eV/Å.


Density functional theory data (ωB97M-V/def2-TZVPD) for a single C20H18Cl2N4O3S molecule at a distorted geometry.

Charge = 0
Gap between HOMO and LUMO = 8.421 eV
Lowest unoccupied orbital energy = 0.0576 eV
2S+1 = 1
Energy relative to the best compared isomer or geometry (same formula, charge and spin) = 2.761 eV

XYZ file:
```
48
Properties=species:S:1:pos:R:3:forces:R:3
S -5.59094 2.28756 0.83721 -0.351 1.828 1.721
H -1.64110 -2.37961 -0.08221 0.191 0.719 -0.554
H 0.76998 -2.89263 -0.46035 -1.176 0.909 -1.631
C 4.99369 -0.41702 -0.10055 0.087 -0.398 0.609
N 2.33153 -1.67967 -2.32077 2.509 0.012 -0.089
C 5.85849 -2.71889 -0.75744 -0.233 2.143 3.056
C 4.81868 -1.18944 -2.40046 -1.768 -1.351 -2.427
O -3.85555 2.69896 4.55799 -2.235 -0.912 -1.830
C -6.55780 1.92233 3.29412 0.397 -0.740 2.227
C 5.45274 -0.46306 1.24709 -1.345 -1.420 -2.350
C -4.58918 1.14153 0.13918 -0.980 0.145 -0.509
C -2.67077 2.51317 -0.87217 -0.124 0.186 0.058
H 4.46490 0.50220 -0.39728 0.208 -0.632 -0.222
H 2.63768 -2.58158 -1.97021 0.222 0.331 -0.007
H 4.88338 -2.03273 -3.14798 0.506 0.523 0.943
O 3.24426 0.37080 -3.04310 -1.265 0.845 -0.067
H -6.28076 1.65366 4.32435 -0.458 0.708 0.328
H -6.97821 2.91374 3.23900 -0.317 0.154 0.050
C 0.99187 -1.44779 -2.11861 -2.051 2.989 0.523
N -3.48621 1.28492 -0.58911 3.403 -0.059 -0.144
H -2.73385 3.34491 -0.16569 -0.478 -0.797 0.699
H 0.87363 0.33829 -3.47788 0.236 -0.285 0.500
C -5.23485 1.76391 2.60638 -0.921 2.084 -1.011
C 6.11871 -1.62635 1.53190 1.536 -2.082 0.783
C 5.17156 -1.49234 -1.04242 1.394 -0.635 2.427
C -1.67399 -0.55955 -1.37919 -0.883 -1.274 0.900
C -0.88782 0.07218 -2.38549 -2.208 1.695 1.319
H -3.04742 2.96962 -1.76408 -0.187 -0.031 -0.869
H 6.02522 -3.53989 -1.49367 -0.096 0.920 0.840
N -4.97658 -0.07884 0.28216 0.938 -1.461 -0.783
H -1.32486 0.98860 -2.83021 0.378 -0.694 0.088
H 5.13318 0.18046 2.06978 0.455 0.218 -0.677
O -3.09407 2.93065 2.47627 -0.681 0.013 -0.085
C -1.12407 -1.76897 -0.84724 0.821 0.744 -0.147
C 0.40102 -0.23250 -2.67931 0.703 -2.456 -0.586
H -1.58756 2.35741 -1.01074 -0.685 -0.710 0.172
Cl 6.76428 -1.61582 3.22692 -0.257 -0.676 -1.323
C -3.07514 -0.05650 -0.76746 2.191 0.607 -2.020
C 0.22250 -2.16050 -1.17569 0.226 -0.053 0.949
C 3.38821 -0.72429 -2.58370 -0.737 -1.054 -0.174
H 5.42939 -0.37733 -2.72718 0.277 0.484 -0.605
C -4.00947 2.56706 3.17060 0.968 -0.993 0.694
H -5.15657 0.70218 2.58844 1.299 -0.733 -0.180
Cl 7.48126 -4.03936 0.99324 -0.712 0.592 0.243
C 6.35572 -2.74144 0.61147 -0.032 1.034 -0.888
H -7.25734 1.10473 3.08560 0.067 0.542 -0.760
H -2.97473 3.03632 4.63614 1.054 0.519 0.196
N -4.00301 -0.82905 -0.32770 0.114 -1.499 0.611
```
Forces are in eV/Å.


Density functional theory data (ωB97M-V/def2-TZVPD) for a molecular structure, H42O21Rb at a distorted geometry.

Charge = +1
Gap between HOMO and LUMO = 11.117 eV
Lowest unoccupied orbital energy = -2.3269 eV
2S+1 = 1
Energy relative to the best compared isomer or geometry (same formula, charge and spin) = 0.000 eV

XYZ file:
```
64
Properties=species:S:1:pos:R:3:forces:R:3
O -2.26980 0.46765 2.29671 0.105 0.059 -0.265
H -1.96698 1.63934 -1.60812 0.181 -0.067 -1.076
H -1.01567 2.17551 -0.49085 -0.899 -0.493 0.053
H -2.36267 0.52021 1.31655 -0.517 0.403 1.134
H -2.09706 -1.45133 2.56764 -0.377 -0.466 0.240
H 2.27526 -0.98286 -2.87858 1.372 -1.770 0.466
O -1.88348 1.71569 -0.66284 0.578 0.340 0.893
H -2.30674 -2.94077 3.16772 0.175 0.836 -0.469
H -4.66138 2.13018 4.11819 -0.535 -0.299 -0.556
H 1.28802 3.33719 -2.87933 0.215 -0.730 0.212
O -4.81814 1.24451 3.74882 1.831 -0.166 1.326
H 2.75774 -3.14005 0.44899 0.019 0.016 -0.842
H 0.93402 -0.40136 -2.34736 -1.764 -0.925 1.598
H -2.42048 0.72115 -4.07934 1.320 0.477 0.730
H -0.93993 -1.60842 -1.57487 -0.232 -0.790 -0.598
H 1.64288 1.82028 -3.02969 0.033 -0.711 -0.268
O 3.75941 2.13253 -0.38782 -0.228 -0.190 -0.015
H -0.57453 2.21669 2.42730 0.708 -0.152 0.193
H 1.00457 2.53737 -0.56780 0.708 0.050 -0.852
H -0.10512 -5.39108 -1.32845 0.058 -0.233 -0.022
H 3.36590 1.22517 2.84282 -0.157 0.537 0.162
H -3.64687 2.51919 -0.27335 0.214 -0.047 0.202
H -0.96749 0.24333 -3.89961 -0.271 0.426 0.338
H 4.47527 -2.08524 -3.22817 -0.098 -0.384 0.303
O -1.57393 0.95501 -3.60422 -1.084 -0.930 -0.900
Rb 1.00602 -0.46681 1.24229 0.050 -0.211 -0.019
H -3.32455 -3.99838 -0.46814 0.494 0.237 0.042
O -0.27001 -4.46404 -1.50256 0.165 0.408 0.010
O -2.85728 3.95278 2.64252 -0.485 -1.096 -2.038
H -0.64835 -3.19460 -3.26992 0.519 -0.836 0.410
O 1.67907 -0.27482 -2.87570 0.334 2.931 -1.914
H 4.69607 2.20929 -0.19456 0.178 0.437 -0.259
O 1.55560 2.53120 -2.39505 -0.183 1.400 0.241
O 4.70214 -0.58219 0.60960 0.064 -0.359 0.900
O -4.27999 3.03438 0.24991 0.061 -0.033 -0.163
H -5.44353 1.24248 3.05239 -1.038 0.589 -0.917
H 5.26289 -0.99053 -0.03926 0.393 -0.550 -0.613
H 3.70337 -2.58758 -1.90900 -0.005 -0.265 0.001
O 3.36019 -2.59269 2.01362 0.687 0.707 -0.166
H 4.43968 0.22780 0.18988 -0.722 0.783 -0.432
H -3.31534 3.43592 1.88267 0.661 1.145 1.559
O 2.42378 1.10079 2.98526 -0.247 -0.229 0.009
H 3.91028 -1.89185 1.53257 -0.468 -0.918 1.036
H -0.97143 -4.20043 -0.87925 -0.140 0.036 0.008
H -2.30774 4.56169 2.11994 -0.198 -0.085 0.466
O -2.53858 -3.51296 -0.15928 -0.936 -0.305 -0.023
O 4.16633 -1.85925 -2.34360 0.228 0.780 -0.370
O 2.59067 -2.97463 -0.51657 0.213 0.106 0.942
H -1.94363 -2.77756 -3.92719 0.288 0.154 0.100
H 3.85511 -2.95769 2.77417 -0.246 0.489 -0.780
H -1.36837 -0.26957 -1.03322 0.280 0.086 0.120
O -1.10065 -2.42736 -3.60106 -0.796 0.653 -0.298
H -4.46861 3.79438 -0.31202 -0.159 0.061 0.174
H -2.80155 -3.17508 0.72016 0.605 0.073 -0.098
H -3.00676 0.90942 2.80027 0.383 -0.522 -1.005
H 3.59388 2.47590 -1.28404 0.138 -0.262 0.361
O 0.63557 2.44498 0.30793 -2.081 -3.108 -1.689
H 1.74932 -3.37288 -0.72033 -0.656 -0.455 -0.216
H -0.69649 2.84773 3.69633 -0.433 0.677 1.173
H 0.95360 3.10461 0.83179 1.465 2.909 2.313
H 1.93028 1.92832 3.13707 0.525 -0.248 0.019
O -0.64993 -0.92055 -0.98426 0.004 0.698 0.287
O -2.12031 -2.41225 2.36715 0.046 -0.236 0.244
O 0.00646 2.50212 3.16513 -0.342 -0.432 -1.399
```
Forces are in eV/Å.


Density functional theory data (ωB97M-V/def2-TZVPD) for 2 unconnected molecules or ions with the total composition C2H8N4O at a distorted geometry.

Charge = 0
Gap between HOMO and LUMO (spin up / spin down) = 8.125 / 8.125 eV
Lowest unoccupied orbital energy (spin up / spin down) = -0.5029 / -0.5033 eV
2S+1 = 1
Energy relative to the best compared isomer or geometry (same formula, charge and spin) = 4.319 eV

XYZ file:
```
15
Properties=species:S:1:pos:R:3:forces:R:3
H -1.37908 0.83432 0.36899 -0.220 -0.471 -0.448
N -0.86964 -0.65569 2.23906 0.570 0.197 1.318
C -0.78297 -1.11228 0.96083 -2.494 1.023 -1.792
N -0.82373 -2.36173 0.72572 0.817 0.063 -0.440
C 1.37242 1.67242 -1.49231 -0.682 -0.030 -0.259
H -0.90569 -2.54306 -0.27355 -0.064 -0.022 0.170
H 0.89305 2.56139 -1.07708 0.112 -0.069 0.083
H 0.98353 1.46836 -2.49546 0.094 -0.097 0.165
N -1.05316 -0.05733 0.02047 -0.090 -1.693 1.090
H -0.71769 -1.41521 2.89342 0.056 0.268 -0.004
H -1.07790 -0.36929 -0.94698 -0.356 0.796 0.615
H 2.44559 1.85156 -1.56328 0.060 -0.103 0.216
O 1.08406 -0.57814 -1.22135 1.116 4.606 2.141
H -0.31609 0.16476 2.43611 0.027 -0.023 0.107
N 1.14731 0.53992 -0.57459 1.054 -4.444 -2.963
```
Forces are in eV/Å.